Record 1
14 unconnected molecules or ions with the total composition C28H84O14S14, computed with wB97M-V/def2-TZVPD.

The calculation puts the LUMO energy (spin up / spin down) at -3.346 / -8.109 eV. The value obtained for the energy above the lowest of the compared OMol25 structures with the same formula, charge and spin is 38.8 kcal per mole. As for the total charge: +1. For the total energy, the calculation gives -210732.98434 eV. The calculation puts the gap between HOMO and LUMO (spin up / spin down) at 6.59 / 1.82 eV. The spin multiplicity is 2. Its expectation value of S² is 0.758. The calculation puts the HOMO energy (spin up / spin down) at -0.3650 / -0.3650 hartree.

CARTESIAN COORDINATES (ANGSTROEM)
C: -4.22889 -19.31579 0.30645
S: -5.94761 -19.45626 1.10011
O: -5.83315 -18.73695 2.51240
C: -6.72815 -18.25690 -0.08271
H: -3.70591 -18.38925 0.54332
H: -4.05838 -19.70225 -0.69838
H: -3.65740 -20.04316 0.88302
H: -6.25653 -17.27451 -0.05868
H: -7.67088 -17.90586 0.33698
H: -6.85377 -18.76618 -1.03819
C: -3.24056 -17.88398 -4.93580
S: -4.55474 -18.28757 -3.74879
O: -4.06302 -19.57507 -3.04436
C: -4.26183 -16.95350 -2.51589
H: -3.07056 -18.78199 -5.52975
H: -2.31952 -17.61907 -4.41658
H: -3.61734 -17.19230 -5.68927
H: -4.91959 -17.00622 -1.64832
H: -4.35773 -15.99544 -3.02679
H: -3.24852 -17.03289 -2.12218
C: -11.74010 -13.97911 2.25595
S: -11.83490 -12.11538 2.46839
O: -12.03374 -12.03103 3.94806
C: -9.98582 -11.77418 2.24381
H: -11.29189 -14.12210 1.27271
H: -12.73287 -14.42061 2.34303
H: -11.09205 -14.37480 3.03797
H: -9.51572 -11.90587 3.21837
H: -9.70358 -10.75276 1.98858
H: -9.54104 -12.59699 1.68410
C: -7.58125 -9.55704 -2.79176
S: -8.94595 -9.08186 -3.96549
O: -9.69562 -7.86820 -3.34163
C: -7.92285 -8.55390 -5.39381
H: -6.92640 -8.68993 -2.70578
H: -7.04777 -10.44343 -3.13500
H: -8.05378 -9.81771 -1.84473
H: -7.69335 -9.43804 -5.98857
H: -7.11435 -7.83885 -5.24175
H: -8.61526 -7.93988 -5.96969
C: -9.47151 -16.18922 -5.63386
S: -7.84483 -17.01990 -5.31928
O: -7.11670 -16.13904 -4.33606
C: -8.60362 -18.39547 -4.40494
H: -10.26231 -16.87739 -5.93243
H: -9.27625 -15.45374 -6.41427
H: -9.93813 -15.67313 -4.79480
H: -7.92247 -18.93008 -3.74288
H: -8.96115 -19.12977 -5.12680
H: -9.41740 -18.07446 -3.75469
C: -1.38699 -12.38100 -4.03757
S: -2.26433 -12.79033 -2.50550
O: -3.64464 -13.37196 -2.83356
C: -1.24399 -14.24466 -1.94224
H: -1.95940 -11.59414 -4.52879
H: -1.31160 -13.15139 -4.80499
H: -0.38160 -12.01038 -3.83775
H: -1.73681 -14.77325 -1.12626
H: -0.27081 -13.92646 -1.56839
H: -1.11793 -15.05058 -2.66522
C: -7.31791 -13.45205 -2.91219
S: -7.97543 -12.94259 -1.28809
O: -9.15755 -11.95980 -1.27725
C: -8.61006 -14.52815 -0.72220
H: -6.52206 -14.18670 -2.78964
H: -7.06513 -12.52665 -3.42973
H: -8.04772 -13.89509 -3.58983
H: -9.20635 -14.98080 -1.51444
H: -9.22903 -14.32957 0.15275
H: -7.69461 -15.08400 -0.51951
C: -4.68245 -10.99135 -6.02714
S: -5.26888 -10.53855 -7.70186
O: -6.09817 -9.25099 -7.64113
C: -3.69551 -10.22305 -8.64907
H: -5.33695 -11.74622 -5.59138
H: -4.56870 -10.13185 -5.36653
H: -3.67429 -11.39707 -6.11154
H: -3.96317 -9.81139 -9.62221
H: -3.04746 -11.07121 -8.86985
H: -3.27342 -9.46898 -7.98474
C: -14.10362 -8.31476 -1.25158
S: -13.39972 -9.72412 -0.24713
O: -14.10447 -10.94607 -0.84890
C: -11.67786 -9.68486 -0.95835
H: -13.68512 -7.32887 -1.04914
H: -15.16942 -8.21323 -1.04700
H: -13.97279 -8.37818 -2.33184
H: -11.11652 -10.50963 -0.51931
H: -11.24390 -8.71304 -0.72312
H: -11.70945 -9.71649 -2.04744
C: -10.48686 -12.27349 -3.89290
S: -11.97290 -12.25484 -4.99543
O: -11.96815 -13.52117 -5.80241
C: -13.32574 -12.30794 -3.72959
H: -10.40840 -13.25451 -3.42435
H: -10.61593 -11.43135 -3.21301
H: -9.56797 -12.13071 -4.46153
H: -14.26465 -12.28993 -4.28295
H: -13.31620 -11.43024 -3.08332
H: -13.17113 -13.19240 -3.11159
C: -9.84427 -17.08555 3.83175
S: -8.22324 -16.60546 3.08650
O: -8.39821 -15.14218 2.64161
C: -7.31613 -16.67232 4.70913
H: -10.70225 -17.02416 3.16227
H: -10.12735 -16.28202 4.51167
H: -9.83272 -18.06186 4.31630
H: -7.66057 -17.47577 5.36023
H: -7.40018 -15.71725 5.22767
H: -6.28386 -16.82516 4.39424
C: -12.28839 -15.32761 -1.28132
S: -13.94391 -16.13794 -1.62383
O: -13.96354 -17.42371 -0.78908
C: -14.96657 -14.91623 -0.59933
H: -12.10424 -15.53901 -0.22799
H: -12.23843 -14.27476 -1.55900
H: -11.51656 -15.87926 -1.81803
H: -14.80066 -13.87433 -0.87321
H: -14.85802 -14.97695 0.48355
H: -16.01868 -15.11108 -0.80719
C: -5.03002 -14.26483 -5.79871
S: -5.55366 -14.89467 -7.47687
O: -6.27852 -13.76925 -8.20540
C: -3.90508 -15.04149 -8.12738
H: -4.17679 -13.59138 -5.71774
H: -4.60745 -15.11597 -5.26478
H: -5.92470 -13.80242 -5.38179
H: -3.84440 -15.64912 -9.03027
H: -3.23006 -15.55464 -7.44245
H: -3.44099 -14.08418 -8.36463
C: -5.46074 -13.96617 0.94934
S: -4.14264 -14.25228 2.23103
O: -3.40216 -15.46868 1.78492
C: -3.08234 -12.74371 1.91444
H: -5.08798 -13.98121 -0.07483
H: -5.98240 -13.02008 1.09386
H: -6.24399 -14.72241 1.00142
H: -3.82214 -11.96384 1.73392
H: -2.39575 -13.09080 1.14227
H: -2.34884 -12.44540 2.66350

=====

Record 2
A molecular structure, C28H85B3N3O9Zn, computed with wB97M-V/def2-TZVPD.

The calculation puts the LUMO energy (spin up / spin down) at 0.030 / -5.603 eV. As for the total charge: 0. For the total energy, the calculation gives -103744.68298 eV. The calculation puts the gap between HOMO and LUMO (spin up / spin down) at 9.00 / 3.33 eV. The spin multiplicity is 2. Its expectation value of S² is 0.756. The calculation puts the HOMO energy (spin up / spin down) at -0.3295 / -0.3284 hartree.

CARTESIAN COORDINATES (ANGSTROEM)
Zn: 0.68917 -1.90302 -0.20013
B: -0.64990 -0.45803 -0.68121
H: -0.21689 -0.45402 0.30708
H: -1.47588 -1.15125 -0.71943
H: -0.98644 0.55225 -0.85536
H: 0.07975 -0.71446 -1.43361
B: 0.31297 -3.06852 1.57213
H: 0.62404 -2.11612 1.97261
H: -0.04231 -3.74000 2.33839
H: -0.46945 -2.89018 0.85085
H: 1.14761 -3.50635 1.04684
B: 2.52977 -1.00501 0.00279
H: 3.45154 -0.44420 0.01179
H: 1.78441 -0.62613 0.68479
H: 2.09070 -0.91894 -0.97907
H: 2.70789 -2.05808 0.15630
C: -1.21467 4.19377 0.30821
O: -0.20111 5.01793 0.98920
C: -0.70267 6.19957 1.40265
C: 0.45481 7.12474 1.89081
N: 1.54257 6.54138 2.73031
C: 1.03501 6.29631 4.09569
C: 2.13844 6.14650 5.14854
O: 2.81271 4.94648 4.96531
C: 3.80127 4.65175 5.97272
H: -1.66192 4.63388 -0.58306
H: -2.04598 3.96640 0.97553
H: -0.75635 3.22393 0.11468
H: -1.36593 5.99866 2.24397
H: -1.19031 6.65712 0.54186
H: -0.02308 7.95725 2.40719
H: 0.90585 7.55273 0.99556
H: 1.87510 5.66861 2.34586
H: 0.52035 5.33549 4.10130
H: 0.26315 7.02130 4.35402
H: 1.72236 6.23433 6.15217
H: 2.86932 6.93484 4.96845
H: 3.34627 4.51847 6.95421
H: 4.64425 5.34225 5.99949
H: 4.20291 3.67445 5.70499
C: -3.03789 -2.49435 -3.12214
O: -1.70792 -3.02716 -3.00637
C: -1.59198 -3.82126 -1.85103
C: -0.12442 -4.33240 -1.64078
N: 0.89179 -3.28038 -1.65278
C: 2.30374 -3.70383 -1.73856
C: 2.81376 -4.85440 -0.75811
O: 2.84808 -6.09702 -1.47019
C: 3.21207 -7.17234 -0.69333
H: -3.82939 -3.07820 -3.59198
H: -2.93234 -1.68442 -3.84392
H: -3.37417 -2.05646 -2.18232
H: -2.25602 -4.68121 -1.93841
H: -2.07080 -3.32305 -1.00805
H: 0.06304 -4.98966 -2.48987
H: -0.01937 -4.96328 -0.75814
H: 0.75729 -2.85621 -2.55948
H: 2.98584 -2.85396 -1.71466
H: 2.41783 -4.23854 -2.68151
H: 2.18904 -5.03136 0.11741
H: 3.72830 -4.57750 -0.23369
H: 2.42002 -7.55087 -0.04721
H: 4.03024 -6.83032 -0.05951
H: 3.59157 -8.03340 -1.24345
C: 0.27428 1.84509 4.63783
C: 1.37429 1.60760 3.60854
C: 1.16711 2.36807 2.29986
O: 2.22146 2.01865 1.39438
C: 1.99287 2.54298 0.05483
N: 2.61892 1.99328 4.23687
H: -0.72574 1.70532 4.22730
H: 0.11156 2.87382 4.95930
H: 0.35475 1.32931 5.59469
H: 1.50295 0.55545 3.35451
H: 1.06467 3.43670 2.48860
H: 0.21829 2.09547 1.83777
H: 1.97714 3.63065 -0.01465
H: 1.13018 2.12634 -0.46505
H: 2.85586 2.35092 -0.58273
H: 2.66315 1.43593 5.07802
H: 2.59701 2.95865 4.53297
C: 1.58422 1.84067 -4.57439
C: 0.71381 1.77683 -3.37547
C: -0.28208 2.95377 -3.16733
O: -0.09833 0.66838 -3.58583
H: 2.11971 2.78982 -4.59594
H: 1.13092 1.80996 -5.56519
H: 2.26035 0.98747 -4.62918
H: 1.33343 1.61995 -2.49255
H: -0.90328 2.74411 -2.29656
H: -0.83265 3.03651 -4.10441
H: 0.25485 3.88966 -3.01273
H: -0.42358 0.46545 -2.70569
C: 1.16130 -1.45845 -6.31589
C: 0.74490 -2.42531 -5.20527
C: 1.40110 -3.76373 -5.36379
O: 1.22851 -1.77157 -4.02485
H: 0.78126 -1.81855 -7.27192
H: 2.24447 -1.38829 -6.41555
H: 0.83179 -0.43745 -6.12332
H: -0.33332 -2.56501 -5.12758
H: 2.47629 -3.79937 -5.18829
H: 1.10865 -4.12027 -6.35144
H: 0.88350 -4.50732 -4.75776
H: 0.78865 -0.91844 -4.00773
C: -3.53556 -3.15224 1.48724
C: -3.18991 -4.56916 1.99739
C: -4.31142 -5.58308 1.79313
O: -2.10518 -4.98642 1.24552
H: -3.84791 -3.12431 0.44333
H: -2.70560 -2.44864 1.55218
H: -4.32057 -2.71852 2.10671
H: -2.91006 -4.60018 3.05039
H: -4.71206 -5.58232 0.77943
H: -5.16243 -5.22325 2.37141
H: -4.12856 -6.62228 2.06648
H: -1.37519 -4.39585 1.44544
C: -3.32242 1.07426 1.27147
C: -4.03658 0.94362 -0.05389
C: -5.37249 1.60577 0.01153
O: -3.22981 1.44126 -1.03066
H: -2.48360 0.37824 1.27557
H: -4.00762 0.80078 2.07386
H: -3.00381 2.09068 1.50265
H: -4.18958 -0.12018 -0.23560
H: -6.13170 1.09012 0.59957
H: -5.80074 1.81980 -0.96770
H: -5.17048 2.57939 0.45803
H: -2.37757 1.01498 -0.91419